1.
This record from the OMol25 dataset describes a 4-piece molecular cluster, CH9O4 overall at a distorted geometry. The level of theory is the ωB97M-V functional and the def2-TZVPD basis.

```
14
Properties=species:S:1:pos:R:3:forces:R:3:nbo_charge:R:1
C -0.6754 0.1128 2.0438 0.530 1.274 -0.337 -0.2167
O -0.3924 0.4481 0.7371 0.420 -0.559 -0.271 -1.0287
H -0.0714 -0.6918 2.4578 0.030 -1.006 -0.074 0.1138
H -0.3385 0.9307 2.7221 -0.658 0.196 0.164 0.1001
H -1.7448 -0.1011 2.1832 -0.075 -0.078 0.430 0.1171
H 1.2110 1.9003 0.1012 -0.337 -0.048 -0.184 0.4876
H 1.7191 0.5532 0.0255 -0.203 0.042 -0.239 0.4877
O 1.8527 1.4044 -0.4242 0.507 -0.039 0.204 -0.9900
H -0.4711 0.3989 -1.3090 -0.699 0.124 0.584 0.5170
H -0.0017 0.0876 -2.6663 -0.183 0.058 -0.307 0.4476
O -0.8345 0.2227 -2.1982 0.781 -0.116 -0.030 -0.9739
H -0.0965 -1.1817 0.2257 -0.254 0.369 0.380 0.5029
H -0.0639 -2.1280 -0.9446 -0.108 -0.140 0.001 0.4496
O 0.0010 -2.1507 0.0153 0.250 -0.077 -0.323 -1.0139
```
Positions in Å, forces in eV/Å.

Calculated values
* 2S+1: 1
* energy above the lowest of the compared OMol25 structures with the same formula, charge and spin: 53.6 kJ/mol
* net charge: -1
* E: -9373.6290 eV

=====

2.
This record from the OMol25 dataset describes CHAgBrCl3 as an isolated structure at a distorted geometry. The level of theory is the ωB97M-V functional and the def2-TZVPD basis.

```
7
Properties=species:S:1:pos:R:3:forces:R:3:nbo_charge:R:1
Ag -0.5316 -1.4720 2.8528 -3.975 -0.455 3.802 0.8686
Br 0.9937 -1.2765 1.3621 4.269 0.015 -3.325 -0.0901
C -0.0498 0.4811 -0.7487 -0.743 2.296 -3.141 -0.2657
Cl 0.8121 2.0603 -1.0125 -0.446 -1.361 0.639 0.0991
Cl 0.1496 -0.5347 -2.1718 0.124 0.041 0.718 0.1199
Cl -1.7382 0.7600 -0.4092 0.063 -0.116 0.312 0.1009
H 0.3641 -0.0180 0.1274 0.708 -0.419 0.993 0.1674
```
Positions in Å, forces in eV/Å.

Calculated values
* 2S+1: 2
* energy above the lowest of the compared OMol25 structures with the same formula, charge and spin: 84.5 kJ/mol
* net charge: +1
* E: -112651.6026 eV

=====

3.
This record from the OMol25 dataset describes CHAsBr2F6O3Pt as an isolated structure at a distorted geometry. The level of theory is the ωB97M-V functional and the def2-TZVPD basis.

```
15
Properties=species:S:1:pos:R:3:forces:R:3:nbo_charge:R:1
Pt 0.5618 -0.4260 1.4075 0.953 -0.002 0.680 1.3492
As -2.2578 0.4150 -0.8630 -1.659 1.064 -2.331 2.7965
F -3.0485 1.4514 0.3918 0.861 -1.559 -1.235 -0.6145
F -3.6250 -0.7653 -0.7891 1.863 1.081 0.483 -0.6091
F -1.4798 -0.6060 -2.1582 -0.635 1.075 1.929 -0.6182
F -0.9644 1.6215 -0.9239 -0.725 -1.052 -0.049 -0.6165
F -1.2725 -0.4410 0.3750 -2.013 -0.298 -0.540 -0.6475
F -3.1411 1.2378 -2.1776 0.724 -0.397 1.228 -0.6221
O 3.8181 0.0183 -0.7584 -0.231 -0.532 -0.839 -0.6387
C 2.7021 -0.2857 -0.1428 -2.402 0.530 2.688 0.9559
O 1.5313 -0.1879 -0.5940 -0.021 0.210 -1.318 -0.6460
O 2.7559 -0.5608 1.1018 1.447 -0.386 0.535 -0.7662
H 4.4317 -0.3176 -0.1010 0.989 0.191 0.091 0.5029
Br 0.1937 -2.8310 2.4670 0.255 1.454 -0.567 -0.4382
Br -0.2053 1.6774 2.7650 0.594 -1.379 -0.756 -0.3875
```
Positions in Å, forces in eV/Å.

Calculated values
* 2S+1: 4
* net charge: -1
* E: -227675.2730 eV

=====

4.
This record from the OMol25 dataset describes CHBeO2 as an isolated structure at a distorted geometry. The level of theory is the ωB97M-V functional and the def2-TZVPD basis.

```
5
Properties=species:S:1:pos:R:3:forces:R:3:nbo_charge:R:1
H 1.0262 0.3679 -0.9034 -1.098 -2.489 -2.513 0.3288
O -0.0651 0.9803 0.0613 -4.336 0.321 2.820 -0.7832
C -0.0300 -0.1570 -0.5769 6.275 2.065 1.464 0.5553
O -0.1420 -1.1822 0.1491 -2.640 0.283 0.627 -0.7435
Be -0.7891 -0.0089 1.2699 1.799 -0.181 -2.398 1.6425
```
Positions in Å, forces in eV/Å.

Calculated values
* 2S+1: 1
* energy above the lowest of the compared OMol25 structures with the same formula, charge and spin: 96.5 kJ/mol
* net charge: +1
* E: -5538.6624 eV

=====

5.
This record from the OMol25 dataset describes CHBr2IO2S as an isolated structure at a distorted geometry. The level of theory is the ωB97M-V functional and the def2-TZVPD basis.

```
8
Properties=species:S:1:pos:R:3:forces:R:3:nbo_charge:R:1
C -0.6619 0.0487 0.5160 -0.298 5.819 -2.296 -0.8251
O 0.1994 0.3832 -1.9209 0.363 0.199 -0.084 -0.8731
O 0.8985 -1.6426 -0.6265 0.371 -0.247 -0.547 -0.8967
S 0.6013 -0.2495 -0.7105 0.179 -0.861 1.019 1.9696
Br -2.2788 -0.4920 -0.1765 -1.743 -0.673 -0.877 0.1629
Br -0.4469 -0.5409 2.2134 0.691 -0.299 1.649 0.2271
I 2.3433 0.9173 0.5028 0.423 0.223 -0.432 -0.0424
H -0.6550 1.5758 0.2022 0.013 -4.161 1.568 0.2777
```
Positions in Å, forces in eV/Å.

Calculated values
* 2S+1: 1
* energy above the lowest of the compared OMol25 structures with the same formula, charge and spin: 169.7 kJ/mol
* E: -164165.8282 eV

=====

6.
This record from the OMol25 dataset describes a 2-piece molecular cluster, CHBr2NO overall at a distorted geometry. The level of theory is the ωB97M-V functional and the def2-TZVPD basis.

```
6
Properties=species:S:1:pos:R:3:forces:R:3:nbo_charge:R:1
C -0.0430 0.7344 -0.2344 -1.144 -0.088 0.114 -0.3131
N -2.2056 1.0910 -1.0062 0.843 0.307 -0.717 0.3665
O -1.9918 1.4703 -2.0333 -0.870 0.434 1.377 -0.0299
Br 0.9980 1.0876 -1.6226 0.457 -0.020 -0.388 0.3166
Br -1.4666 0.0369 -3.7836 0.318 -0.524 -0.555 -0.4863
H 0.1291 -0.2893 0.1040 0.396 -0.110 0.171 0.1461
```
Positions in Å, forces in eV/Å.

Calculated values
* 2S+1: 1
* energy above the lowest of the compared OMol25 structures with the same formula, charge and spin: 618.7 kJ/mol
* E: -144668.4915 eV

=====

7.
This record from the OMol25 dataset describes CHBr2NO as an isolated structure at a distorted geometry. The level of theory is the ωB97M-V functional and the def2-TZVPD basis.

```
6
Properties=species:S:1:pos:R:3:forces:R:3:nbo_charge:R:1
C 1.1580 -0.0755 0.3408 1.668 0.429 0.592 -0.2136
N -0.1507 1.3690 -0.6716 -2.252 -2.466 -0.133 0.3350
O -0.9755 0.6536 -1.0016 2.218 2.070 0.120 -0.0621
Br 0.5945 -1.6992 -0.1959 0.383 0.616 0.544 0.3346
Br -2.7548 -0.2318 0.4898 0.053 0.045 0.176 -0.5879
H 2.1286 -0.0161 1.0384 -2.070 -0.695 -1.299 0.1939
```
Positions in Å, forces in eV/Å.

Calculated values
* 2S+1: 1
* energy above the lowest of the compared OMol25 structures with the same formula, charge and spin: 630.1 kJ/mol
* E: -144668.3727 eV

=====

8.
This record from the OMol25 dataset describes CHBr2NO2 as an isolated structure at a distorted geometry. The level of theory is the ωB97M-V functional and the def2-TZVPD basis.

```
7
Properties=species:S:1:pos:R:3:forces:R:3:nbo_charge:R:1
C -0.3499 -0.4215 -0.0113 -2.983 1.284 0.550 -0.1349
N 0.9326 0.2618 0.0673 0.335 0.159 0.030 0.4485
O 1.2216 0.7076 1.1457 0.125 0.191 0.535 -0.3243
O 1.6007 0.2748 -0.9319 0.477 0.271 -0.382 -0.3333
Br -0.6979 -1.2760 -1.5961 -0.213 -0.082 0.002 0.2463
Br -2.0573 1.3753 0.4238 1.952 -1.867 -0.602 -0.1531
H -0.6498 -0.9220 0.9026 0.307 0.044 -0.134 0.2507
```
Positions in Å, forces in eV/Å.

Calculated values
* 2S+1: 1
* energy above the lowest of the compared OMol25 structures with the same formula, charge and spin: 110.7 kJ/mol
* E: -146718.4422 eV

=====

9.
This record from the OMol25 dataset describes CHBr2O2S as an isolated structure at a distorted geometry. The level of theory is the ωB97M-V functional and the def2-TZVPD basis.

```
7
Properties=species:S:1:pos:R:3:forces:R:3:nbo_charge:R:1
C -2.6469 0.0456 0.6793 -1.019 0.554 1.141 -0.6952
O 2.9657 -0.6594 -1.6182 -0.096 -0.187 2.195 -0.8246
O 3.6641 0.1612 0.6693 -1.829 -2.186 -1.950 -0.8257
S 2.8535 -0.7775 -0.1607 1.729 2.441 -0.227 1.6137
Br -0.7433 0.3781 0.8450 1.251 -0.080 0.032 -0.1755
Br -3.3699 1.5876 -0.3772 -0.227 0.182 -0.276 -0.2135
H -2.7231 -0.7357 -0.0375 0.191 -0.723 -0.915 0.1208
```
Positions in Å, forces in eV/Å.

Calculated values
* 2S+1: 1
* energy above the lowest of the compared OMol25 structures with the same formula, charge and spin: 242.1 kJ/mol
* net charge: -1
* E: -156067.6714 eV

=====

10.
This record from the OMol25 dataset describes CHBr3O as an isolated structure at a distorted geometry. The level of theory is the ωB97M-V functional and the def2-TZVPD basis.

```
6
Properties=species:S:1:pos:R:3:forces:R:3:nbo_charge:R:1
C 0.2398 -0.0094 0.2285 -0.391 0.463 -3.178 0.1231
O -0.9204 -0.5566 0.4007 -1.202 0.002 1.781 -0.7049
Br 0.7666 0.9944 1.6499 0.534 0.632 1.206 0.2204
Br -0.1394 1.6789 -1.4903 0.325 -1.385 1.157 -0.2978
Br 1.5514 -1.1976 -0.5104 0.081 0.231 -0.068 0.1218
H -1.4980 -0.9097 -0.2784 0.653 0.057 -0.898 0.5373
```
Positions in Å, forces in eV/Å.

Calculated values
* 2S+1: 1
* energy above the lowest of the compared OMol25 structures with the same formula, charge and spin: 121.1 kJ/mol
* E: -213226.6186 eV